{"formula": "C65H54CoF3N4OP2S2", "method": "ωB97M-V/def2-TZVPD", "multiplicity": 2, "orbital_gap_ev": [3.39, 3.09], "total_charge": 1, "e_above_lowest_ev": 3.4550, "homo_ha": [-0.2979, -0.2885], "symbols": ["Co", "O", "S", "C", "C", "C", "C", "C", "C", "C", "C", "C", "C", "P", "C", "C", "C", "C", "C", "C", "C", "C", "C", "C", "C", "C", "C", "C", "C", "C", "C", "C", "C", "C", "C", "C", "C", "C", "P", "C", "C", "C", "C", "C", "C", "C", "C", "C", "C", "C", "C", "C", "C", "H", "H", "H", "H", "H", "H", "H", "H", "H", "H", "H", "H", "H", "H", "H", "H", "H", "H", "H", "H", "H", "H", "H", "H", "H", "H", "H", "H", "H", "H", "H", "H", "H", "H", "H", "H", "S", "C", "N", "C", "C", "C", "N", "H", "H", "H", "H", "H", "H", "H", "H", "F", "C", "F", "F", "C", "C", "C", "C", "C", "C", "C", "C", "H", "H", "H", "H", "C", "C", "N", "C", "C", "N", "H", "H", "H", "H", "H", "H"], "coordinates": [[0.0775, 0.2665, 0.6631], [-0.4888, -0.5945, -2.2150], [-0.4321, 0.6007, -1.3712], [-2.2343, 1.1775, -1.3565], [-2.6203, 1.9875, -2.5463], [-3.8440, 1.9071, -3.1475], [-4.7841, 0.9860, -2.6881], [-6.2159, 0.7660, -3.0518], [-6.6786, -0.4026, -2.1504], [-5.4670, -0.7916, -1.3609], [-5.2769, -1.7593, -0.4022], [-4.0093, -1.8875, 0.1535], [-2.9452, -1.0381, -0.1763], [-1.3298, -1.5473, 0.4929], [-1.4418, -1.6293, 2.3182], [-2.4162, -1.8411, 3.4997], [-2.2732, -3.0584, 4.3038], [-1.0572, -3.7003, 4.3718], [0.0256, -3.2786, 3.6275], [-0.0216, -2.0793, 2.7715], [-1.3735, -3.2374, -0.1923], [-1.2359, -4.3646, 0.6101], [-1.4111, -5.6242, 0.0625], [-1.6984, -5.7685, -1.2839], [-1.7996, -4.6495, -2.0953], [-1.6491, -3.3891, -1.5513], [-3.1377, -0.0087, -1.0976], [-4.4029, 0.0612, -1.6980], [0.4077, 1.8038, -2.4056], [0.2084, 1.6605, -3.7613], [0.8660, 2.4465, -4.7175], [1.7652, 3.3776, -4.2725], [2.6303, 4.3529, -5.0102], [3.4329, 5.0865, -3.9125], [2.9627, 4.4879, -2.6227], [3.3149, 4.7341, -1.3252], [2.6777, 3.9998, -0.3171], [1.7147, 3.0328, -0.5551], [0.9542, 2.2523, 0.9130], [2.2565, 2.4459, 2.1680], [3.3975, 1.6574, 2.0217], [4.4423, 1.7668, 2.9179], [4.3654, 2.6715, 3.9647], [3.2374, 3.4625, 4.1099], [2.1820, 3.3538, 3.2198], [-0.3028, 3.4751, 1.3753], [-0.6626, 4.5319, 0.5470], [-1.6213, 5.4377, 0.9630], [-2.2346, 5.2902, 2.1955], [-1.8954, 4.2220, 3.0134], [-0.9329, 3.3185, 2.6084], [1.3346, 2.7483, -1.8969], [1.9906, 3.5071, -2.8898], [-1.9322, 2.7624, -2.8438], [-4.0862, 2.5797, -3.9579], [-6.3207, 0.5290, -4.1138], [-6.8048, 1.6666, -2.8649], [-7.0531, -1.2432, -2.7355], [-7.4780, -0.0954, -1.4728], [-6.0776, -2.4087, -0.0821], [-3.8248, -2.6724, 0.8744], [-3.4557, -1.6388, 3.2287], [-3.1079, -3.3862, 4.9016], [-0.9553, -4.5771, 4.9932], [0.9624, -3.8108, 3.6964], [0.6493, -2.2099, 1.9077], [-1.0163, -4.2605, 1.6617], [-1.3414, -6.4940, 0.6998], [-1.8554, -6.7513, -1.6994], [-2.0152, -4.7588, -3.1487], [-1.7464, -2.5113, -2.1725], [-0.4903, 0.9010, -4.0849], [0.6600, 2.3003, -5.7663], [2.0161, 5.0447, -5.5882], [3.2822, 3.8365, -5.7158], [3.2461, 6.1612, -3.9284], [4.5073, 4.9409, -4.0312], [4.0581, 5.4730, -1.0666], [2.9544, 4.2035, 0.7067], [3.4597, 0.9592, 1.2023], [5.3202, 1.1496, 2.7968], [5.1815, 2.7686, 4.6629], [3.1808, 4.1769, 4.9171], [1.3118, 3.9836, 3.3391], [-0.2009, 4.6483, -0.4232], [-1.8882, 6.2608, 0.3187], [-2.9768, 6.0053, 2.5141], [-2.3850, 4.0976, 3.9675], [-0.6542, 2.4822, 3.2344], [2.3187, -0.6789, -0.1603], [2.1337, -1.3641, -1.6974], [1.4669, -2.5025, -1.8515], [1.1627, -3.0369, -3.1605], [2.3533, -2.7838, -4.0770], [2.6630, -1.2898, -4.0916], [2.7753, -0.8128, -2.7277], [0.8846, -2.7918, -1.0760], [0.2659, -2.5455, -3.5534], [0.9670, -4.1049, -3.0561], [2.1342, -3.1330, -5.0848], [3.2203, -3.3282, -3.6998], [1.8666, -0.7376, -4.6060], [3.6049, -1.0998, -4.6102], [3.3065, 0.0251, -2.5435], [-9.1688, 2.9875, 2.6395], [-8.4107, 4.0967, 2.5617], [-8.4318, 4.6562, 3.7843], [-9.0533, 4.9389, 1.7424], [-7.0120, 3.7810, 2.1064], [-6.3240, 2.7396, 2.7224], [-5.0738, 2.3777, 2.2638], [-4.4969, 3.0617, 1.1920], [-5.1667, 4.1510, 0.6286], [-6.4226, 4.5040, 1.0760], [-3.3795, 2.5376, 0.5190], [-2.5613, 2.0102, -0.2050], [-6.7827, 2.1992, 3.5375], [-4.5518, 1.5463, 2.7113], [-4.7071, 4.6904, -0.1836], [-6.9533, 5.3200, 0.6074], [1.8992, -0.6770, 3.8489], [0.4348, -0.7462, 3.4965], [-0.0455, 0.2586, 2.5717], [-1.4180, -0.0959, 2.6494], [-1.7787, -0.5035, 4.0886], [-0.4559, -0.5785, 4.6498], [2.4782, -0.6646, 2.9291], [2.1816, -1.5361, 4.4498], [2.0965, 0.2335, 4.4069], [-2.1278, 0.5470, 2.1245], [-2.4380, 0.1133, 4.7021], [-0.3315, -1.2989, 5.3524]]}

=====

{"formula": "C65H54CoF3N4OP2S2", "method": "ωB97M-V/def2-TZVPD", "multiplicity": 2, "orbital_gap_ev": [6.18, 5.70], "total_charge": 1, "e_above_lowest_ev": 0.2814, "homo_ha": [-0.2970, -0.2967], "symbols": ["Co", "O", "S", "C", "C", "C", "C", "C", "C", "C", "C", "C", "C", "P", "C", "C", "C", "C", "C", "C", "C", "C", "C", "C", "C", "C", "C", "C", "C", "C", "C", "C", "C", "C", "C", "C", "C", "C", "P", "C", "C", "C", "C", "C", "C", "C", "C", "C", "C", "C", "C", "C", "C", "H", "H", "H", "H", "H", "H", "H", "H", "H", "H", "H", "H", "H", "H", "H", "H", "H", "H", "H", "H", "H", "H", "H", "H", "H", "H", "H", "H", "H", "H", "H", "H", "H", "H", "H", "H", "S", "C", "N", "C", "C", "C", "N", "H", "H", "H", "H", "H", "H", "H", "H", "F", "C", "F", "F", "C", "C", "C", "C", "C", "C", "C", "C", "H", "H", "H", "H", "C", "C", "N", "C", "C", "N", "H", "H", "H", "H", "H", "H"], "coordinates": [[-0.2537, 0.4130, -0.2604], [-0.2547, 3.5670, -1.0274], [0.5571, 2.6486, -0.2231], [2.2391, 3.0845, -0.7423], [2.3817, 4.3167, -1.3349], [3.6273, 4.8888, -1.6241], [4.7474, 4.1919, -1.2641], [6.2044, 4.5305, -1.3429], [6.9392, 3.2269, -0.9439], [5.8489, 2.2685, -0.5584], [5.8673, 0.9662, -0.1365], [4.6497, 0.2682, -0.0667], [3.4208, 0.8509, -0.3184], [1.9555, -0.1500, -0.7722], [1.8834, 0.2745, -2.5547], [2.9494, 0.7752, -3.2956], [2.8108, 0.9776, -4.6562], [1.6204, 0.6711, -5.2964], [0.5601, 0.1581, -4.5665], [0.6919, -0.0323, -3.2037], [2.7454, -1.7999, -0.9077], [3.2963, -2.2784, -2.0914], [3.9591, -3.4938, -2.1098], [4.0667, -4.2484, -0.9548], [3.4852, -3.7962, 0.2183], [2.8283, -2.5798, 0.2430], [3.3643, 2.2540, -0.5528], [4.6030, 2.8893, -0.7560], [0.5567, 3.4976, 1.4220], [0.7370, 4.8567, 1.3104], [0.6351, 5.7616, 2.3735], [0.3410, 5.2548, 3.6055], [0.1688, 5.9278, 4.9338], [-0.1450, 4.7806, 5.9186], [-0.0222, 3.5322, 5.1011], [-0.0786, 2.2151, 5.4638], [-0.0757, 1.2660, 4.4374], [-0.0019, 1.5754, 3.0887], [-0.4200, 0.2015, 1.9480], [-2.1683, -0.1782, 2.3071], [-3.0101, -0.3445, 1.0780], [-4.4533, -0.5200, 1.3764], [-4.9170, -0.7347, 2.6297], [-4.0371, -0.7665, 3.7276], [-2.6956, -0.4378, 3.5484], [0.4270, -1.1895, 2.7640], [-0.2173, -2.4148, 2.8886], [0.4236, -3.4871, 3.4783], [1.7247, -3.3533, 3.9325], [2.3813, -2.1407, 3.7944], [1.7429, -1.0626, 3.2061], [0.2452, 2.9252, 2.6869], [0.1886, 3.8620, 3.7492], [1.4854, 4.8547, -1.6022], [3.6818, 5.8562, -2.0963], [6.4359, 5.3411, -0.6487], [6.4825, 4.8695, -2.3420], [7.6425, 3.3861, -0.1245], [7.5066, 2.8289, -1.7883], [6.7906, 0.4439, 0.0633], [4.6938, -0.7899, 0.1446], [3.8917, 0.9931, -2.8150], [3.6434, 1.3677, -5.2223], [1.5214, 0.8321, -6.3588], [-0.3658, -0.0889, -5.0668], [-0.1302, -0.4200, -2.6078], [3.2219, -1.7040, -3.0034], [4.3977, -3.8474, -3.0312], [4.5948, -5.1898, -0.9714], [3.5453, -4.3941, 1.1147], [2.3718, -2.2237, 1.1530], [0.9521, 5.2591, 0.3364], [0.7940, 6.8148, 2.1976], [-0.6376, 6.6626, 4.8955], [1.0816, 6.4556, 5.2151], [-1.1670, 4.8567, 6.2983], [0.5243, 4.7723, 6.7800], [-0.1613, 1.9130, 6.4963], [-0.1455, 0.2241, 4.7138], [-2.8920, 0.5155, 0.4130], [-5.1403, -0.4733, 0.5442], [-5.9756, -0.8674, 2.7959], [-4.4067, -1.0061, 4.7106], [-2.0634, -0.3870, 4.4200], [-1.2313, -2.5080, 2.5322], [-0.0932, -4.4278, 3.5881], [2.2263, -4.1953, 4.3848], [3.3982, -2.0434, 4.1422], [2.2527, -0.1139, 3.0969], [-0.3195, -2.9563, -0.7865], [-1.0364, -3.4829, -2.2662], [-2.1374, -4.2466, -2.2641], [-2.7839, -4.6890, -3.4813], [-1.7292, -4.8560, -4.5718], [-0.9502, -3.5515, -4.7157], [-0.4492, -3.1431, -3.4214], [-2.5099, -4.5220, -1.3711], [-3.5376, -3.9546, -3.7934], [-3.2880, -5.6373, -3.2888], [-2.2073, -5.1207, -5.5142], [-1.0447, -5.6541, -4.2849], [-1.6061, -2.7693, -5.1180], [-0.1046, -3.6805, -5.3941], [0.3864, -2.5803, -3.3625], [-7.9152, -4.3215, -0.1452], [-6.8328, -5.0193, -0.5367], [-7.0489, -5.3450, -1.8260], [-6.8383, -6.1620, 0.1580], [-5.5740, -4.2217, -0.3652], [-5.3434, -3.1783, -1.2565], [-4.2512, -2.3630, -1.0669], [-3.3920, -2.5694, 0.0139], [-3.6059, -3.6426, 0.8706], [-4.6992, -4.4712, 0.6824], [-2.4022, -1.5087, 0.2467], [-1.1672, -1.3863, -0.2270], [-6.0359, -2.9969, -2.0641], [-4.0669, -1.5274, -1.7274], [-2.9383, -3.8112, 1.7009], [-4.8881, -5.2916, 1.3577], [-2.5527, 3.0123, 0.6484], [-2.5542, 2.5461, -0.7606], [-2.0233, 1.4402, -1.2509], [-2.3416, 1.4259, -2.5806], [-3.0649, 2.5328, -2.8953], [-3.1979, 3.2270, -1.7270], [-1.9200, 2.3714, 1.2578], [-3.5607, 3.0054, 1.0625], [-2.1631, 4.0272, 0.6912], [-2.0470, 0.6227, -3.2233], [-3.4772, 2.8784, -3.8204], [-3.6280, 4.1284, -1.6145]]}